1.
26
Properties=species:S:1:pos:R:3 method="wB97M-V/def2-TZVPD" smiles="CCN(C)C(C)=O.CC" e_above_lowest_kj_mol=441.9 homo_lumo_gap_ev=9.62
C -0.4323 -1.2074 -1.4081
C 0.0988 0.1424 -2.2196
C -0.1882 -0.6386 0.9633
C -3.5510 -1.2326 -0.9380
C -2.5196 -0.4813 -0.1215
O -3.0228 0.4789 0.5099
N -1.0647 -0.7350 -0.1480
H -1.2283 -1.4764 -2.1044
H 0.4633 -1.8367 -0.8938
H -0.9247 0.6417 -2.5157
H 0.6845 -0.0361 -2.9352
H 0.4069 -1.5847 1.0255
H -3.4858 -0.6391 -1.9028
H 0.2049 0.7976 -1.3649
H 0.4548 0.2561 0.9305
H -0.5160 -0.4760 1.9660
H -3.3756 -2.2546 -0.8820
H -4.5693 -1.0814 -0.6211
C 2.2996 1.5833 2.1719
C 3.3763 1.1794 1.1336
H 2.7770 2.1298 2.8675
H 1.6775 2.3226 1.6159
H 1.7318 0.7337 2.5695
H 3.4093 0.1035 0.8807
H 4.2799 1.7900 1.3364
H 3.0137 1.5210 0.0845

***

2.
18
Properties=species:S:1:pos:R:3 method="wB97M-V/def2-TZVPD" e_above_lowest_kj_mol=72.9 homo_lumo_gap_ev=10.01
O -1.2809 -1.8247 0.4428
C -0.3342 -2.1735 1.1961
O 0.8120 -1.6724 1.2260
H -0.5217 -3.0547 1.8356
C -0.5665 1.5271 1.1983
C -0.1071 1.3797 -0.2463
N 0.2416 -0.0362 -0.5176
C 0.8145 -0.2902 -1.8461
H 0.2487 1.3176 1.8896
H -0.8911 2.5506 1.3703
H -1.3712 0.8266 1.4115
H -0.9089 1.6501 -0.9331
H 0.7735 1.9890 -0.4481
H -0.5968 -0.6670 -0.3229
H 0.8264 -0.4308 0.2550
H 0.0781 -0.0514 -2.6096
H 1.0696 -1.3445 -1.9148
H 1.7141 0.3046 -1.9866

***

3.
20
Properties=species:S:1:pos:R:3 method="wB97M-V/def2-TZVPD" smiles="C=C[C@](C)(N)C(N)=C=N" e_above_lowest_kj_mol=491.4 homo_lumo_gap_ev="6.84 / 6.84"
C 0.9931 -0.8973 -1.3239
C -0.9635 -0.4479 0.2330
C -1.3878 0.5315 1.0519
C 0.1119 0.1654 -0.6513
N -1.0288 -1.8090 0.5302
N -0.5035 1.0823 -1.6109
C 0.8294 0.9775 0.4287
C 1.6745 0.5622 1.3975
N -2.0455 0.9091 2.0317
H -1.0531 -2.4252 -0.2711
H -1.6831 -2.0309 1.2687
H 0.2182 1.5842 -2.1180
H -1.1033 0.5750 -2.2529
H -2.6087 1.7557 1.9914
H 0.9452 2.0075 0.0787
H 0.4010 -1.4852 -2.0281
H 1.4265 -1.5791 -0.5954
H 1.7996 -0.4056 -1.8671
H 1.3175 -0.0569 2.2047
H 2.6604 0.9865 1.5021